No. 1
This record from OMol25 describes a cluster of 2 separate species, C2H8S3 in total in a non-equilibrium geometry. The level of theory is ωB97M-V/def2-TZVPD.

```
13
Properties=species:S:1:pos:R:3:nbo_charge:R:1
C -0.8704 -0.9826 -1.1502 -0.728
S 0.3984 -1.5563 0.0540 0.153
C -0.3522 -0.9609 1.5933 -0.748
H -0.4817 -1.1003 -2.1582 0.229
H -1.0965 0.0568 -0.9350 0.215
H -1.7411 -1.6216 -1.0469 0.217
H -0.5656 -1.7994 2.2389 0.227
H 0.1734 -0.1090 2.0149 0.232
H -1.2947 -0.4873 1.2945 0.220
S 0.6294 2.5130 -0.2165 -0.167
S 2.4725 1.7155 -0.9159 -0.132
H 1.0870 3.6765 0.2680 0.138
H 1.6415 0.6555 -1.0407 0.144
```

Frontier orbital gap ... 8.599 eV
Lowest unoccupied orbital energy ... 0.0048 Ha
Structure (SMILES) ... CSC.SS

No. 2
This record from OMol25 describes a structure of composition C5H8N2 in a non-equilibrium geometry. The level of theory is ωB97M-V/def2-TZVPD.

```
15
Properties=species:S:1:pos:R:3:nbo_charge:R:1
C -0.8611 1.4496 0.0699 -0.621
C -0.2187 0.0979 0.0272 0.047
C -1.0971 -1.0843 0.4391 -0.597
N 0.4136 -0.3677 -1.1442 -0.441
C 1.1833 -0.1248 0.5094 -0.174
C 2.3280 -0.1604 -0.3592 0.204
N 3.2815 -0.5730 -0.8825 -0.338
H -1.3378 1.6061 1.0413 0.226
H -1.6232 1.4858 -0.7122 0.218
H -0.1214 2.2376 -0.0951 0.223
H -1.9238 -1.1189 -0.2766 0.227
H -0.5368 -2.0193 0.3171 0.232
H -1.4849 -1.0136 1.4535 0.210
H 0.7087 0.4591 -1.7003 0.351
H 1.2897 -0.8740 1.3124 0.234
```

Frontier orbital gap ... 8.790 eV
Lowest unoccupied orbital energy ... -0.0152 Ha

No. 3
This record from OMol25 describes a cluster of 3 separate species, C4H15NO3 in total. The level of theory is ωB97M-V/def2-TZVPD.

```
23
Properties=species:S:1:pos:R:3:nbo_charge:R:1
C -8.9314 4.0209 23.4827 -0.250
O -8.5072 2.7746 22.9554 -0.561
C -7.1508 2.5133 23.2076 -0.064
C -6.8677 1.0481 22.9066 -0.074
C -5.5347 0.6414 23.4679 -0.608
N -6.8767 0.8410 21.4705 -0.844
H -10.0021 4.0832 23.3101 0.203
H -8.4283 4.8492 22.9700 0.170
H -8.7109 4.0855 24.5513 0.171
H -6.5259 3.1355 22.5461 0.174
H -6.8966 2.7570 24.2471 0.166
H -7.6799 0.4873 23.4028 0.170
H -5.5517 0.6525 24.5604 0.210
H -4.7767 1.3542 23.1306 0.210
H -5.2573 -0.3630 23.1587 0.211
H -7.7935 0.9998 21.0623 0.371
H -6.6198 -0.1064 21.2276 0.359
O -9.6211 2.5950 20.3809 -0.975
H -8.9539 2.6562 21.0766 0.478
H -10.2391 3.3040 20.5891 0.478
O -11.4062 4.9970 20.4262 -0.953
H -12.2540 5.3368 20.1270 0.480
H -10.8173 5.1070 19.6718 0.479
```

Frontier orbital gap ... 9.879 eV
Lowest unoccupied orbital energy ... 0.0251 Ha
Structure (SMILES) ... COC[C@H](C)N.O.O

No. 4
This record from OMol25 describes a cluster of 8 separate species, C18H42BO22 in total in a non-equilibrium geometry. The level of theory is ωB97M-V/def2-TZVPD.

```
83
Properties=species:S:1:pos:R:3:lowdin_charge:R:1
O -5.2292 18.4646 -16.8229 0.094
C -5.8115 17.5264 -17.4245 -0.238
O -6.1352 16.2853 -16.9313 0.219
B -6.8906 15.5409 -17.9270 -0.902
O -6.9145 16.3674 -19.1439 0.234
C -6.3244 17.5242 -18.9494 -0.343
O -6.2256 18.4085 -19.7704 0.120
O -8.2966 15.2722 -17.6052 0.264
C -8.2877 13.9521 -17.3721 -0.314
O -9.1790 13.3294 -16.7615 0.107
C -7.0960 13.2958 -17.9444 -0.343
O -6.2900 14.2289 -18.2586 0.272
O -6.8527 12.0469 -18.0278 0.071
C -6.1173 18.8006 -13.3128 -0.208
C -6.6492 19.9169 -14.3218 -0.222
O -7.3012 20.9518 -13.5754 -0.080
O -4.9486 19.3391 -12.7145 -0.088
H -5.7650 17.8430 -13.6962 0.112
H -6.8570 18.6208 -12.5327 0.106
H -7.1955 19.5076 -15.1716 0.102
H -5.7888 20.3534 -14.8291 0.102
H -8.1817 21.0928 -13.9310 0.076
H -5.2080 19.9188 -11.9946 0.076
C -4.0334 10.5782 -16.3154 -0.206
C -3.5536 10.9633 -17.7587 -0.203
O -2.1160 10.9740 -17.9906 -0.089
O -4.2628 9.1684 -16.2154 -0.070
H -4.8599 11.2099 -15.9898 0.105
H -3.2260 10.9025 -15.6590 0.112
H -3.8257 11.9403 -18.1579 0.106
H -4.0674 10.3596 -18.5068 0.097
H -1.9640 11.3664 -18.8535 0.074
H -3.6503 8.8035 -15.5725 0.081
C -7.3542 22.3244 -19.8153 -0.243
C -8.0530 21.3848 -20.8872 -0.238
O -8.4905 20.1355 -20.3981 -0.062
O -6.0754 21.8663 -19.4212 -0.061
H -7.9878 22.2816 -18.9294 0.109
H -7.4013 23.3541 -20.1697 0.101
H -7.4083 21.2423 -21.7545 0.112
H -8.9005 21.9567 -21.2653 0.106
H -7.6901 19.6794 -20.1279 0.033
H -5.9110 22.2662 -18.5642 0.081
C -5.7694 9.5454 -22.3793 -0.224
C -6.2127 9.8560 -20.8851 -0.205
O -6.0714 11.2524 -20.7264 -0.083
O -4.3618 9.4550 -22.5237 -0.050
H -6.0719 10.4123 -22.9668 0.112
H -6.4222 8.7283 -22.6862 0.110
H -5.6116 9.3257 -20.1465 0.114
H -7.2134 9.4279 -20.8248 0.101
H -6.1954 11.5406 -19.8191 0.045
H -4.2306 8.7673 -23.1806 0.080
C -5.3893 13.8595 -22.1021 -0.207
C -4.9521 15.1932 -22.6251 -0.271
O -4.5779 15.1805 -23.9771 -0.043
O -4.3525 12.8285 -22.2942 -0.092
H -6.2582 13.4092 -22.5821 0.114
H -5.6511 13.8977 -21.0447 0.102
H -4.0478 15.4418 -22.0697 0.113
H -5.5389 16.0149 -22.2146 0.119
H -4.6036 16.0740 -24.3273 0.082
H -4.6433 12.0321 -21.8440 0.020
C -8.4782 9.7575 -16.0179 -0.204
C -7.4518 8.9359 -16.8975 -0.297
O -7.9872 8.4574 -18.0118 -0.047
O -9.4133 8.9406 -15.3002 -0.078
H -9.0579 10.3769 -16.7023 0.103
H -8.0365 10.4929 -15.3454 0.110
H -7.0384 8.1822 -16.2273 0.118
H -6.6761 9.5619 -17.3385 0.089
H -8.3598 9.0691 -18.6510 0.094
H -9.0809 8.6834 -14.4371 0.071
C -12.8479 13.6751 -17.5516 -0.216
C -14.1845 12.9500 -17.5600 -0.289
O -15.1160 13.9264 -17.3054 -0.061
O -11.7348 12.8598 -18.0649 -0.079
H -12.6064 14.0809 -16.5692 0.120
H -12.9446 14.5365 -18.2125 0.118
H -14.2710 12.1855 -16.7879 0.119
H -14.2964 12.4856 -18.5397 0.126
H -14.8360 14.2675 -16.4528 0.085
H -10.9858 13.1406 -17.5342 0.018
```

Frontier orbital gap ... 9.166 eV
Charge ... -1
Lowest unoccupied orbital energy ... 0.0690 Ha

No. 5
This record from OMol25 describes a cluster of 2 separate species, C6H12O in total. The level of theory is ωB97M-V/def2-TZVPD.

```
19
Properties=species:S:1:pos:R:3:nbo_charge:R:1
C -0.7927 -2.4569 0.8873 -0.502
C 0.2719 -1.9660 0.2615 0.136
O 0.6671 -0.6740 0.4013 -0.527
C 1.7364 -0.2725 -0.4450 -0.060
C 2.1008 1.1532 -0.0908 -0.624
H -1.0636 -3.4981 0.7592 0.210
H -1.3997 -1.8349 1.5379 0.212
H 0.8937 -2.5751 -0.3972 0.170
H 2.5948 -0.9437 -0.2952 0.170
H 1.4260 -0.3467 -1.4971 0.172
H 2.9377 1.4941 -0.7089 0.214
H 1.2476 1.8178 -0.2591 0.218
H 2.3930 1.2199 0.9614 0.215
C -2.2310 0.8909 -0.4883 -0.388
C -2.1079 2.0701 0.1105 -0.395
H -1.4894 0.1082 -0.3482 0.206
H -3.0773 0.6647 -1.1336 0.190
H -1.2640 2.2877 0.7618 0.191
H -2.8434 2.8613 -0.0175 0.191
```

Frontier orbital gap ... 10.016 eV
Lowest unoccupied orbital energy ... 0.0410 Ha
Structure (SMILES) ... C=COCC.C=C

No. 6
This record from OMol25 describes a cluster of 2 separate species, C2H9NS in total in a non-equilibrium geometry. The level of theory is ωB97M-V/def2-TZVPD.

```
13
Properties=species:S:1:pos:R:3:nbo_charge:R:1
S -1.9739 -0.1780 0.0284 -1.018
H -1.8211 1.0616 -0.4767 0.079
C 0.9540 0.8309 0.9925 -0.426
N 1.7556 0.0538 0.0216 -0.485
C 0.9479 -0.7176 -0.9961 -0.440
H 1.6568 1.3369 1.6632 0.193
H 0.3045 0.1674 1.5464 0.277
H 0.3847 1.5729 0.4612 0.245
H 2.3921 0.7088 -0.4410 0.416
H 2.3237 -0.5965 0.5684 0.418
H 0.3295 -0.0360 -1.5609 0.260
H 1.6470 -1.2922 -1.6038 0.196
H 0.2464 -1.3399 -0.4741 0.285
```

Frontier orbital gap ... 5.695 eV
Lowest unoccupied orbital energy ... -0.0177 Ha

No. 7
This record from OMol25 describes a cluster of 2 separate species, C7H14N2 in total in a non-equilibrium geometry. The level of theory is ωB97M-V/def2-TZVPD.

```
23
Properties=species:S:1:pos:R:3:nbo_charge:R:1
C -0.8533 2.0760 -1.0012 -0.646
C -1.5437 1.2798 0.0440 0.110
C -2.2779 0.1334 -0.2660 -0.144
N -2.7716 -0.2465 0.9556 -0.516
C -2.3518 0.6067 1.8963 0.158
N -1.5666 1.5041 1.3671 -0.457
H -0.9908 3.1421 -1.0329 0.231
H -1.3784 1.8450 -1.9316 0.213
H 0.1854 1.8392 -1.2045 0.217
H -2.1935 -0.4438 -1.1730 0.224
H -3.6293 -0.7742 1.0277 0.412
H -2.4398 0.4470 2.9575 0.200
C 3.0725 -0.9355 0.4784 -0.600
C 1.6703 -1.4776 0.1938 -0.403
C 1.1127 -0.8243 -1.0706 -0.626
H 3.0303 0.0932 0.8579 0.201
H 3.5114 -1.4118 1.3655 0.203
H 3.7270 -1.0131 -0.3854 0.203
H 1.8466 -2.5122 0.0026 0.191
H 1.0564 -1.4365 1.0901 0.202
H 0.0525 -0.5549 -1.0365 0.214
H 1.4476 0.1903 -1.2583 0.204
H 1.2840 -1.5265 -1.8764 0.208
```

Frontier orbital gap ... 9.476 eV
Lowest unoccupied orbital energy ... 0.0334 Ha
Structure (SMILES) ... Cc1c[nH]cn1.CCC

No. 8
This record from OMol25 describes a structure of composition C31H30F3HgO21S4 in a non-equilibrium geometry. The level of theory is ωB97M-V/def2-TZVPD.

```
90
Properties=species:S:1:pos:R:3:lowdin_charge:R:1
Hg 0.4403 0.3764 -0.3922 1.216
C -2.6632 -2.7811 1.1183 -0.033
C -3.8134 -3.4910 0.5522 -0.322
C -3.9688 -3.5978 -0.9255 -0.378
O -5.0451 -4.0699 -1.3198 -0.048
C -2.9010 -2.9651 -1.7803 -0.006
C -1.8995 -2.2231 -1.2564 -0.388
C -1.7977 -2.1527 0.2899 -0.351
O -0.8801 -1.4418 0.9089 -0.159
O -1.0268 -1.7284 -2.0960 -0.066
O -4.7838 -4.0726 1.1998 -0.115
H -2.5769 -2.5719 2.1744 0.078
H -2.8619 -3.0643 -2.8550 0.096
C 3.1151 -2.2899 -4.4198 -0.062
C 2.0405 -1.3437 -4.1544 -0.385
C 2.1564 -0.2517 -2.9942 -0.353
O 1.1418 0.3326 -2.5908 -0.064
C 3.4770 -0.1558 -2.5042 -0.054
C 4.5210 -0.8858 -2.9030 -0.433
C 4.3698 -2.0743 -3.8515 -0.422
O 5.2491 -2.9845 -4.0515 -0.167
O 5.5843 -0.7107 -2.2690 -0.060
O 0.9716 -1.4374 -4.6965 0.016
H 2.9430 -3.1424 -5.0601 0.074
H 3.5479 0.6951 -1.8430 0.102
C -4.5918 1.1574 -2.8576 -0.056
C -3.2000 1.0613 -2.6336 -0.347
C -2.6591 1.1929 -1.1527 -0.370
O -1.4721 1.2469 -1.0270 -0.078
C -3.6523 1.2153 -0.1235 -0.015
C -4.9868 1.0616 -0.4222 -0.357
C -5.5050 1.0607 -1.8269 -0.408
O -6.7894 1.0656 -2.0769 -0.177
O -5.7545 1.1356 0.6409 -0.140
O -2.4986 0.6778 -3.5980 -0.003
H -5.0484 1.0964 -3.8344 0.083
H -3.2392 1.3926 0.8584 0.079
C 3.7078 -0.2447 3.0633 -0.605
F 4.8735 0.0682 3.6878 0.066
F 3.8558 -1.4978 2.6518 0.120
F 2.6546 -0.1537 3.8891 0.100
S 3.6382 0.9599 1.4584 0.558
O 3.5534 2.3191 2.0227 -0.382
O 4.8563 0.5076 0.7812 -0.303
O 2.3871 0.7247 0.6825 -0.413
C 0.4979 -5.0060 0.0730 -0.209
C 1.2957 -5.3598 -1.0860 -0.277
C 1.7972 -4.0463 -1.6920 -0.176
S 2.3135 -3.0064 -0.2601 0.758
O 1.7933 -1.6242 -0.5468 -0.371
O 3.7376 -3.2511 -0.1280 -0.326
C 1.4006 -4.0096 0.9352 -0.195
H 0.0580 -5.8165 0.6541 0.107
H -0.3692 -4.4482 -0.2805 0.104
H 0.9814 -6.1648 -1.7503 0.112
H 2.2230 -5.7799 -0.6964 0.095
H 0.8601 -3.6837 -2.1144 0.107
H 2.6305 -4.0624 -2.3944 0.099
H 0.9595 -3.3475 1.6803 0.085
H 2.1311 -4.5334 1.5518 0.079
C -0.7144 6.0516 -0.8403 -0.235
C 0.4582 6.1188 0.2296 -0.218
C 1.5860 5.3148 -0.3505 -0.197
S 0.7831 3.8940 -1.3605 0.829
O 0.8927 2.5837 -0.5996 -0.410
O 1.3867 3.9324 -2.7200 -0.352
C -0.8916 4.6429 -1.3516 -0.208
H -0.6114 6.7116 -1.7016 0.096
H -1.6839 6.3881 -0.4731 0.103
H 0.0297 5.7737 1.1705 0.106
H 0.6998 7.1593 0.4464 0.090
H 2.3654 4.8818 0.2765 0.096
H 2.1024 5.9317 -1.0859 0.085
H -1.3255 4.0884 -0.5194 0.103
H -1.4217 4.4842 -2.2907 0.123
C 0.0055 0.8249 5.1722 -0.228
C -1.5060 0.6344 5.1255 -0.230
C -1.8303 0.5975 3.6104 -0.186
S -0.8359 1.9045 2.7925 0.744
O -1.5672 3.1886 2.8335 -0.361
O -0.1934 1.4189 1.5695 -0.372
C 0.3699 1.9546 4.1624 -0.205
H 0.4748 -0.1476 5.0235 0.103
H 0.1960 1.1714 6.1879 0.094
H -1.9968 1.4898 5.5896 0.100
H -1.7596 -0.2754 5.6697 0.107
H -2.8443 0.8815 3.3290 0.103
H -1.5779 -0.4188 3.3078 0.098
H 0.2585 2.9238 4.6485 0.085
H 1.3723 2.0188 3.7392 0.078
```

Frontier orbital gap ... 2.600 eV
Charge ... -5
Lowest unoccupied orbital energy ... 0.2893 Ha

The lowest frontier orbital gap belongs to which entry?
C31H30F3HgO21S4